No. 1
14
Properties=species:S:1:pos:R:3:lowdin_spin:R:1 method="wB97M-V/def2-TZVPD" orbital_gap_ev="10.94 / 4.72" total_charge=+1 de_lowest_kcal_mol=53.4 lumo_ev="-3.66 / -9.71" spin_multiplicity=2
N -0.5707 0.1749 -2.5735 0.405
C -0.4343 -0.3433 -1.1326 0.099
N 0.5025 0.3639 -0.2881 0.312
H -1.4045 -0.2042 -3.1362 0.010
H 0.2215 -0.0844 -3.0434 0.013
H -0.0839 -1.3807 -1.1173 0.073
H -1.3809 -0.2960 -0.5715 0.022
H 1.1415 0.7980 -0.9413 0.008
H 1.0615 -0.4042 0.1467 0.005
O 1.4440 -0.0185 2.2455 0.022
C 0.4553 0.1797 2.9216 0.003
O -0.6988 0.3606 2.2128 0.021
H 0.1125 0.1384 3.9828 0.003
H -0.3657 0.7158 1.2943 0.004

***

No. 2
60
Properties=species:S:1:pos:R:3:nbo_charge:R:1 method="wB97M-V/def2-TZVPD" orbital_gap_ev=8.95 de_lowest_kcal_mol=0.0 lumo_ev=-0.19 spin_multiplicity=1
C -1.0234 0.2292 0.2632 -0.642
C -0.9368 1.1603 1.4959 -0.437
C -2.0284 0.8035 2.4928 -0.502
S -1.9381 1.7125 4.0910 -0.044
H -0.1346 -0.2758 -0.1354 0.201
H -1.2035 0.8440 -0.6365 0.212
H -1.7649 -0.5607 0.4121 0.215
H 0.0646 1.0979 1.9306 0.175
H -0.9837 2.1984 1.1635 0.254
H -1.9881 -0.2809 2.5920 0.199
H -2.9722 1.0847 2.0289 0.226
H -2.9105 2.5670 3.7304 0.127
H -2.5437 3.5231 -0.4560 0.477
H -3.2211 4.0417 0.7747 0.470
O -2.3447 3.8245 0.4402 -0.946
H -3.3335 -2.3961 -0.2750 0.479
H -2.3878 -2.9195 -1.2906 0.484
O -2.4187 -2.2827 -0.5648 -0.957
H -1.1542 2.1440 -3.2515 0.514
H -1.2465 3.7216 -3.1695 0.490
O -1.6836 2.8975 -2.9395 -1.000
H 3.2634 -0.4263 -2.8440 0.494
H 3.7553 0.3427 -4.0101 0.455
O 3.2531 -0.4642 -3.8285 -0.971
H -5.3898 0.3216 -0.2018 0.482
H -4.2401 -0.3858 0.3020 0.459
O -5.1938 -0.3605 0.4595 -0.939
H 3.0586 -0.2626 -0.6010 0.477
H 3.6295 -1.6773 -0.8194 0.509
O 2.9652 -1.0381 -1.1649 -0.997
H 0.2501 2.5451 -1.6866 0.477
H 1.6800 2.3329 -1.2495 0.476
O 0.9584 1.8891 -1.7108 -0.955
H 2.0730 0.1022 1.7326 0.465
H 2.9690 -0.4964 2.8889 0.502
O 2.9234 0.1469 2.1742 -0.960
H 1.4314 -2.2975 -2.5069 0.472
H 1.1390 -1.8696 -3.9231 0.461
O 1.4494 -2.6240 -3.4155 -0.933
H -0.1024 -0.3390 -3.7711 0.466
H 0.9887 0.6064 -4.2504 0.498
O 0.0327 0.4613 -4.2857 -0.961
H -4.1322 2.7028 -2.1034 0.480
H -2.9073 1.7980 -1.7889 0.492
O -3.8389 1.9416 -1.5990 -0.972
H 0.3825 -2.9499 4.9261 0.458
H 0.4312 -2.2100 3.7434 0.481
O 1.0939 -2.5797 4.3727 -0.951
H 3.8757 -3.6515 -0.6181 0.475
H 4.0008 -3.0612 0.6409 0.496
O 4.5469 -3.1053 -0.1751 -0.949
H -0.6343 -2.2980 1.5862 0.496
H 0.4840 -1.2842 1.3127 0.492
O 0.2451 -2.0243 1.8804 -0.970
H 2.6029 -4.2608 1.9707 0.482
H 1.4465 -3.4670 1.4119 0.508
O 2.4081 -3.5856 1.3090 -0.986
H 2.3632 2.1672 2.0433 0.467
H 2.5696 3.0858 3.0206 0.464
O 2.3217 3.1410 2.0823 -0.937

***

No. 3
57
Properties=species:S:1:pos:R:3:lowdin_spin:R:1 method="wB97M-V/def2-TZVPD" orbital_gap_ev="4.42 / 3.89" total_charge=-1 lumo_ev="2.56 / 2.40" spin_multiplicity=5
Mn -0.0818 -0.0131 0.1166 4.033
Cl -2.0396 0.3007 2.0837 0.042
N 0.0892 2.0451 0.3079 0.002
N -0.0172 -2.0607 0.5390 0.002
C -0.8165 2.8297 -0.1526 0.011
C -0.8097 -2.8843 -0.0351 0.010
C 1.0963 2.8782 1.0252 0.003
C 0.3629 4.1837 1.1742 0.000
C 2.3177 3.0103 0.1209 0.004
C 1.4685 2.3172 2.3490 0.001
H 2.0155 3.0555 -0.9447 0.000
H 2.9978 2.1475 0.2550 0.002
H 2.8619 3.9361 0.3729 0.000
H 0.6334 2.3592 3.0723 0.001
H 2.3764 2.7343 2.7686 0.000
H 1.8023 1.2124 2.2080 0.002
C 0.8129 -2.8336 1.5187 0.002
C 0.6329 -4.2234 1.0474 0.000
C 0.2347 -2.7671 2.8963 0.001
C 2.2599 -2.3534 1.4775 0.006
H 2.6229 -2.3751 0.4353 0.002
H 2.8710 -3.0276 2.0943 0.000
H 2.3694 -1.3231 1.8749 0.002
H -0.8382 -2.9336 2.9643 0.000
H 0.3321 -1.7539 3.2811 0.001
H 0.8338 -3.2645 3.6614 0.000
O -0.6028 -4.1636 0.1882 0.005
H 0.4453 -4.9797 1.8274 0.000
H 1.4450 -4.5656 0.3855 0.000
O -0.7178 4.1083 0.1507 0.006
H 0.9605 5.0853 0.9685 0.000
H -0.1414 4.2845 2.1518 0.000
C -2.0082 2.4423 -0.9981 -0.003
C -1.9310 -2.5611 -0.9885 -0.002
C -1.6242 -1.2827 -1.7389 0.002
H -2.8267 -2.4218 -0.3531 0.000
H -2.0719 -3.4114 -1.6508 0.000
C -1.9950 -0.0620 -1.1366 -0.025
C -1.6704 1.1699 -1.7478 -0.005
H -2.6615 -0.0698 -0.2553 0.003
C -1.0316 1.1728 -2.9741 -0.082
C -0.6868 -0.0440 -3.5638 0.023
C -0.5788 2.4605 -3.6075 -0.018
C -0.9778 -1.2685 -2.9613 -0.084
H -0.1495 -0.0391 -4.5151 0.004
C -0.4591 -2.5416 -3.5755 -0.018
H -0.0386 -2.3369 -4.5738 0.000
H -1.2482 -3.3046 -3.6845 -0.004
H 0.3504 -2.9782 -2.9573 -0.006
H -1.3971 3.1961 -3.6810 -0.004
H -0.1924 2.2695 -4.6223 0.000
H 0.2421 2.9269 -3.0248 -0.006
H -2.2522 3.2727 -1.6604 -0.001
H -2.8443 2.2619 -0.2967 0.001
S 0.2735 0.0286 2.6737 0.057
C 0.0178 0.1369 4.2711 0.020
N -0.0159 0.0176 5.4383 0.012

***

| no. | molar mass (g/mol) | E (eV) | largest force on an atom (eV Å⁻¹) |
| --- | --- | --- | --- |
| 1 | 92.10 | -9268.29164 | 5.55 |
| 2 | 364.40 | -47355.26881 | 2.14 |
| 3 | 476.93 | -85472.49709 | 4.80 |